{
  "formula": "C34H31N3O2P2PdS",
  "method": "ωB97M-V/def2-TZVPD",
  "symbols": ["C", "H", "H", "H", "H", "C", "C", "C", "P", "C", "C", "S", "H", "N", "C", "H", "C", "C", "H", "H", "H", "H", "H", "O", "C", "C", "C", "C", "C", "C", "C", "C", "C", "C", "H", "N", "C", "H", "C", "Pd", "H", "H", "H", "H", "H", "C", "H", "H", "P", "H", "C", "C", "C", "H", "N", "C", "H", "H", "C", "C", "H", "O", "C", "C", "H", "C", "H", "C", "H", "H", "H", "C", "C", "H"],
  "positions_angstrom": [[0.377, 1.291, -0.997], [0.030, 2.498, -3.332], [5.680, -3.128, 1.401], [-2.518, -0.167, -1.504], [-4.665, -4.096, 3.072], [-3.320, 1.267, 0.954], [2.989, -4.272, -0.298], [4.727, -3.148, 0.890], [-1.790, -1.038, 0.598], [-5.525, -2.744, 0.092], [3.936, -2.011, 0.815], [2.296, -0.047, 2.889], [-4.311, -1.433, -1.072], [2.751, -1.963, 0.246], [4.410, 2.317, 3.105], [-1.175, 2.541, 3.895], [-0.836, 0.545, -3.528], [-1.778, 2.186, 3.070], [3.163, 2.678, 0.429], [1.310, -2.999, -0.767], [-4.477, 3.050, 1.214], [-1.810, -1.773, -1.649], [-6.528, -4.071, 1.445], [-0.687, -1.792, 1.280], [2.127, 2.572, 0.129], [5.707, -0.301, 1.016], [-2.072, 0.160, -5.568], [-2.852, 2.937, 2.615], [3.794, 0.098, 2.153], [-1.798, 1.458, -5.982], [-4.377, -2.004, -0.153], [-5.633, -3.493, 1.254], [1.228, 3.556, 0.423], [-3.328, -2.004, 0.761], [-0.818, 4.245, 0.216], [4.667, 1.133, 2.313], [-3.629, 2.474, 1.560], [-1.558, 2.281, -1.032], [-0.118, 3.449, -0.001], [0.818, -0.105, 0.609], [-2.617, -2.785, 2.623], [-2.172, 1.812, -6.934], [2.569, -5.151, -0.766], [5.081, 2.351, 3.963], [4.553, 3.208, 2.495], [-1.668, -0.785, -1.199], [-1.784, -1.315, -4.048], [-6.333, -2.739, -0.628], [-0.135, -0.112, -1.973], [-3.091, 3.882, 3.086], [-3.443, -2.767, 1.923], [-1.589, -0.293, -4.351], [2.281, -3.080, -0.300], [1.547, 4.434, 0.971], [4.446, -0.786, 1.336], [5.840, 0.889, 1.622], [4.811, -5.219, 0.345], [-3.938, 0.905, 0.140], [-4.588, -3.506, 2.168], [-1.040, 2.293, -5.179], [2.496, 0.777, -1.050], [0.873, -1.156, -2.287], [1.739, 1.401, -0.581], [-0.531, 2.346, -0.690], [-2.654, -0.500, -6.198], [-2.226, 0.525, 1.391], [6.654, 1.590, 1.618], [4.233, -4.305, 0.311], [3.381, 2.266, 3.452], [-0.818, 3.302, -5.502], [-0.628, 0.389, 2.813], [-1.465, 0.979, 2.463], [-0.561, 1.839, -3.956], [6.368, -0.837, 0.360]],
  "forces_ev_per_a": [[-0.1, -0.2, 0.0], [0.0, 0.0, 0.0], [0.0, 0.0, 0.0], [0.0, 0.0, 0.0], [0.0, 0.0, 0.0], [0.0, 0.0, 0.0], [0.1, 0.0, 0.0], [0.0, 0.0, 0.0], [-0.4, -0.3, -0.1], [0.0, 0.0, 0.0], [0.0, -0.1, 0.1], [-0.1, -0.2, -0.1], [0.0, 0.0, 0.0], [0.0, 0.0, 0.0], [0.0, 0.0, 0.0], [0.0, 0.0, 0.0], [0.1, 0.0, 0.0], [0.0, 0.0, 0.0], [0.0, 0.0, 0.0], [0.0, 0.1, 0.0], [0.0, 0.0, 0.0], [0.0, 0.0, 0.0], [0.0, 0.0, 0.0], [0.2, 0.3, -0.2], [0.0, 0.0, 0.0], [0.0, 0.1, 0.0], [0.0, 0.0, 0.0], [0.0, 0.0, 0.0], [0.0, 0.1, 0.1], [0.0, 0.0, 0.0], [0.0, 0.0, 0.0], [0.0, 0.0, 0.0], [0.0, 0.0, 0.0], [0.1, 0.0, 0.0], [0.0, 0.0, 0.0], [0.0, 0.0, 0.0], [0.0, 0.0, 0.0], [0.0, 0.0, 0.0], [0.0, 0.0, 0.0], [0.6, 0.1, 0.4], [0.0, 0.0, 0.0], [0.0, 0.0, 0.0], [0.0, 0.0, 0.0], [0.0, 0.0, 0.0], [0.0, 0.0, 0.0], [-0.1, 0.0, 0.0], [0.0, 0.0, 0.0], [0.0, 0.0, 0.0], [-0.2, 0.1, -0.1], [0.0, 0.0, 0.0], [0.0, 0.0, 0.0], [0.0, 0.0, 0.0], [-0.1, -0.1, 0.0], [0.0, 0.0, 0.0], [0.0, 0.1, 0.0], [0.0, 0.0, 0.0], [0.0, 0.0, 0.0], [0.0, 0.0, 0.0], [0.0, 0.0, 0.0], [0.0, 0.0, 0.0], [0.0, 0.0, 0.0], [0.0, -0.1, 0.0], [0.0, -0.1, -0.1], [0.0, 0.0, 0.0], [0.0, 0.0, 0.0], [0.0, 0.0, 0.0], [0.0, 0.0, 0.0], [0.0, 0.0, 0.0], [0.0, 0.0, 0.0], [0.0, 0.0, 0.0], [0.0, 0.0, 0.0], [0.0, 0.0, 0.0], [0.0, 0.0, 0.0], [0.0, 0.0, 0.0]],
  "lowdin_charge": [-0.42, 0.10, 0.11, 0.06, 0.10, -0.09, -0.05, 0.00, 0.70, -0.08, -0.28, 0.66, 0.10, 0.13, -0.04, 0.11, -0.26, -0.07, 0.09, 0.09, 0.10, 0.08, 0.10, -0.37, -0.10, -0.04, -0.09, -0.08, -0.73, -0.09, -0.09, -0.09, -0.10, -0.26, 0.10, -0.13, -0.08, 0.11, -0.10, 0.44, 0.11, 0.10, 0.11, 0.09, 0.09, -0.31, 0.10, 0.10, 0.65, 0.10, -0.07, -0.09, -0.11, 0.10, 0.00, -0.05, 0.11, 0.10, -0.08, -0.08, 0.10, -0.33, -0.22, -0.12, 0.10, -0.29, 0.12, -0.06, 0.05, 0.10, 0.06, -0.08, -0.07, 0.12],
  "e_above_lowest_kcal_mol": 2.2,
  "homo_energy_ev": -6.64,
  "gap_ev": 7.34,
  "total_energy_ev": -77221.7714
}